C11H15NO3 | ωB97M-V with the def2-TZVPD basis set

```
! RIJCOSX wB97M-V def2-TZVPD def2/J DEFGRID3
* xyz 0 1
H -0.957 -1.415 -1.554
C 3.251 -0.014 -1.131
C -1.173 -1.035 3.213
H 0.242 -2.624 -1.023
C -0.671 -0.077 1.041
C -0.266 0.727 -2.747
H -1.100 1.064 2.801
H 2.965 1.013 -0.892
H -1.169 -3.180 3.336
O 0.980 0.177 -2.350
H 3.501 -0.081 -2.192
C -0.492 -1.392 0.546
O -0.322 2.204 0.772
H -0.864 0.003 -3.304
H -0.022 1.572 -3.388
C -0.088 -1.585 -0.916
H -0.551 -3.477 0.973
C -1.114 3.213 0.206
C -0.984 0.065 2.409
C -0.691 -2.479 1.366
H 4.100 -0.319 -0.523
N -0.592 0.943 0.175
O 2.196 -0.905 -0.801
C -1.037 -2.317 2.702
H -0.775 4.141 0.665
C 1.014 -0.689 -1.349
H -0.979 3.263 -0.883
H -1.433 -0.898 4.254
H -0.789 1.044 -1.831
H -2.178 3.059 0.424
*
```

For the largest force on an atom, the calculation gives 2.5 eV/Å. The energy relative to the best compared isomer or geometry (same formula, charge and spin) is 109.33 kcal per mole. For the orbital gap (spin up / spin down), the calculation gives 6.026 / 6.028 eV.

C11H15OP | ωB97M-V with the def2-TZVPD basis set

```
! RIJCOSX wB97M-V def2-TZVPD def2/J DEFGRID3
* xyz 0 1
O 1.950 -0.464 -1.139
H 0.606 -2.141 -1.331
C -2.130 -0.647 -2.390
H 2.336 2.504 -1.060
C -1.163 -0.624 1.432
C -0.903 -0.710 -1.890
H -3.029 -3.730 -2.986
C -1.174 -3.057 -2.146
H -1.895 0.174 1.551
C -0.381 -1.989 -1.743
C -2.443 -2.881 -2.667
H 3.060 3.435 0.259
H -1.305 -1.347 2.233
H 0.974 -0.858 1.275
H -0.776 -4.057 -2.047
C -2.994 -1.596 -2.799
H 2.602 1.097 0.936
C 2.153 2.929 -0.069
C 0.506 1.092 0.528
H 1.352 3.661 -0.150
H -1.348 -1.125 0.487
C 0.251 -0.064 1.488
C 1.788 1.827 0.914
H -0.343 1.779 0.509
H 1.690 2.244 1.922
P 0.866 0.517 -1.236
H 0.444 0.287 2.508
H -3.975 -1.430 -3.210
*
```

For the largest force on an atom, the calculation gives 3.0 eV/Å. The energy relative to the best compared isomer or geometry (same formula, charge and spin) is 53.12 kcal per mole. For the orbital gap (spin up / spin down), the calculation gives 6.453 / 7.942 eV.

C11H16B4CaF16O9 | ωB97M-V with the def2-TZVPD basis set

```
! RIJCOSX wB97M-V def2-TZVPD def2/J DEFGRID3
* xyz -2 1
O -3.859 -1.056 -2.730
H 5.025 3.786 5.538
B 1.812 2.780 -7.818
B 0.590 4.891 -2.240
Ca 1.784 0.115 -2.844
C -5.057 -1.042 -2.366
O -5.828 0.033 -2.580
C 5.425 1.716 5.412
H -8.140 -0.901 0.377
H 6.248 1.142 5.836
C -1.749 -2.072 5.824
O -0.830 -1.153 2.602
H -7.816 -2.222 -1.679
F 3.067 3.195 -7.508
H -7.469 0.522 -1.494
H -7.805 -0.260 -3.123
H -2.769 -3.832 5.112
F -0.125 3.757 -1.998
F 0.913 3.819 -7.716
C -2.777 -2.771 4.864
B 3.145 -4.176 -2.495
C -7.192 -1.354 0.084
H -6.318 -0.852 0.497
O -1.144 -1.259 4.878
F 6.694 -2.100 -6.283
H -1.130 -2.797 6.353
F -0.029 5.553 -3.272
H 4.668 1.713 6.197
C -1.440 -1.607 3.553
C 4.997 2.156 3.295
F 2.149 -4.706 -1.797
F 0.625 5.735 -1.144
C -7.169 -0.216 -2.239
O 4.459 2.108 2.158
F 1.484 1.670 -7.016
F 5.337 -0.872 -7.521
O -2.363 -2.576 3.554
F 7.271 -0.038 -6.966
F 4.064 -5.121 -2.848
O -5.838 -1.983 -1.820
H -7.062 -2.341 0.527
H -1.690 -0.754 7.489
H 6.790 3.478 5.210
F 5.717 -0.128 -5.400
C -7.059 -1.470 -1.458
O 5.711 3.193 3.718
H -3.187 -1.645 7.467
F 3.685 -3.068 -1.758
C -2.441 -1.178 6.823
H -2.845 -0.277 6.360
H -3.799 -2.405 4.961
O 4.925 1.218 4.190
B 6.216 -0.799 -6.517
F 1.889 2.432 -9.110
F 1.917 4.560 -2.572
C 5.764 3.138 5.066
F 2.556 -3.677 -3.636
*
```

For the largest force on an atom, the calculation gives 7.3 eV/Å. For the orbital gap, the calculation gives 4.894 eV.

| no. | DFT total energy (eV) |
| --- | --- |
| 1 | -19278.271 |
| 2 | -22982.867 |
| 3 | -94740.768 |